w:
Entry from OMol25: a 4-piece molecular cluster, C3H14O3S overall (wB97M-V/def2-TZVPD).

Atoms and positions in Å:
C 2.773 1.585 -1.470
C 2.251 0.142 -1.484
C 0.741 -0.093 -1.671
S 0.268 -1.788 -1.841
H 3.840 1.564 -1.618
H 2.728 1.979 -0.460
H 2.094 2.131 -2.061
H 2.750 -0.468 -2.242
H 2.467 -0.351 -0.523
H 0.425 0.440 -2.574
H 0.270 0.515 -0.890
H 1.268 -2.385 -1.176
H -4.076 0.177 2.713
H -2.600 0.510 2.652
O -3.465 0.842 2.389
H -0.291 0.959 2.392
H 0.300 -0.452 2.463
O -0.498 0.033 2.232
H -4.408 -1.410 0.893
H -3.091 -2.107 0.817
O -3.746 -1.823 1.459

Kohn-Sham gap   9.55 eV
Structure (SMILES)   CCCS.O.O.O
Molar mass   130.21 g/mol

Atomic partial charges in e from the natural (NBO) method, atoms 1 to 5: C -0.62; C -0.39; C -0.55; S -0.01; H 0.22



x:
Entry from OMol25: a 4-piece molecular cluster, C3H14O3S overall (wB97M-V/def2-TZVPD).

Atoms and positions in Å:
C -2.768 -0.265 -0.035
C -1.699 -1.418 -0.387
C -2.410 -2.512 -1.184
S -1.571 -4.046 -1.895
H -2.532 0.680 -0.664
H -3.780 -0.582 0.304
H -2.298 0.089 0.900
H -1.227 -1.686 0.558
H -0.976 -0.923 -1.258
H -2.987 -3.094 -0.432
H -2.915 -2.162 -2.133
H -2.082 -3.881 -3.131
H 2.864 1.157 1.332
H 3.356 0.184 0.343
O 2.618 0.260 0.930
H 4.037 2.766 0.021
H 2.837 3.436 -0.673
O 3.815 3.339 -0.800
H 3.078 3.077 3.282
H 1.843 2.725 2.529
O 2.798 2.857 2.394

Kohn-Sham gap   8.97 eV
Structure (SMILES)   CCCS.O.O.O
Molar mass   130.21 g/mol

Atomic partial charges in e from the natural (NBO) method, atoms 1 to 5: C -0.65; C -0.41; C -0.49; S -0.09; H 0.23



Quick one: most stable of them? w



w:
Entry from OMol25: an isolated ion of composition C2H4N3O and charge +1 (wB97M-V/def2-TZVPD).

Atoms and positions in Å:
C -1.366 -1.337 0.020
C 1.052 1.259 -0.468
N -0.793 -0.316 -0.592
N -0.796 -1.579 1.193
N 0.233 0.219 -0.207
O 0.168 -0.992 1.594
H -2.236 -1.904 -0.127
H 0.986 1.833 -1.399
H 0.773 1.930 0.263
H 1.980 0.886 -0.278

Kohn-Sham gap (alpha / beta)   8.36 / 8.37 eV
Structure (SMILES)   C/N=N/C=[N+]=O
Molar mass   86.07 g/mol
Total charge   +1

Atomic partial charges in e from the natural (NBO) method, atoms 1 to 5: C 0.01; C -0.47; N 0.07; N 0.25; N 0.11



x:
Entry from OMol25: a 2-piece molecular cluster, C2H4N3O overall (wB97M-V/def2-TZVPD).

Atoms and positions in Å:
C -0.246 0.490 -0.144
C 0.200 -0.930 -0.104
N 1.163 -0.494 2.803
N 0.815 -0.514 1.768
N -0.806 0.891 -1.300
O -0.171 1.232 0.823
H 1.195 -1.176 -0.547
H -0.545 -1.758 0.286
H -0.606 0.394 -2.189
H -0.999 1.866 -1.395

Kohn-Sham gap   8.27 eV
Molar mass   86.07 g/mol
Total charge   +1

Atomic partial charges in e from the natural (NBO) method, atoms 1 to 5: C 0.53; C 0.03; N 0.23; N 0.03; N -0.76



y:
Entry from OMol25: a 2-piece molecular cluster, C2H4N3O overall (wB97M-V/def2-TZVPD).

Atoms and positions in Å:
C -1.836 -0.092 0.258
C 0.622 0.408 0.141
N 0.608 -2.388 1.169
N 0.469 -3.331 1.741
N -0.720 0.170 0.128
O 0.491 -4.228 2.408
H -2.767 -0.620 0.332
H 1.049 0.584 1.224
H 1.016 -0.547 -0.201
H 0.867 1.251 -0.702

Kohn-Sham gap   10.69 eV
Molar mass   86.07 g/mol
Total charge   +1

Atomic partial charges in e from the natural (NBO) method, atoms 1 to 5: C 0.44; C -0.50; N -0.23; N 0.48; N -0.15



Quick one: most stable of them? x



w:
Entry from OMol25: an isolated ion of composition C5H11ClNO and charge +1 (wB97M-V/def2-TZVPD).

Atoms and positions in Å:
C 0.512 1.233 -1.235
C -1.640 -0.472 -1.002
C 0.559 -1.303 -0.640
C 1.033 0.433 1.864
C -0.267 -0.081 -0.375
N -0.268 0.401 1.044
O 1.495 1.111 -1.868
Cl -0.323 2.623 -0.878
H -2.297 -1.088 -0.417
H -1.459 -0.975 -1.988
H -2.225 0.497 -1.227
H 0.608 -1.404 -1.739
H -0.003 -2.218 -0.162
H 1.635 -1.410 -0.330
H 1.033 1.020 2.827
H 1.281 -0.613 2.269
H 1.860 0.880 1.231
H -0.920 -0.084 1.544
H -0.615 1.448 1.082

Kohn-Sham gap   11.41 eV
Structure (SMILES)   C[NH2+]C(C)(C)C(=O)Cl
Molar mass   136.60 g/mol
Total charge   +1

Atomic partial charges in e from the natural (NBO) method, atoms 1 to 5: C 0.48; C -0.65; C -0.67; C -0.46; C 0.05



x:
Entry from OMol25: an isolated ion of composition C5H11ClNO and charge +1 (wB97M-V/def2-TZVPD).

Atoms and positions in Å:
C 1.633 -0.119 0.615
C -0.392 -0.041 2.006
C 0.917 0.675 -0.381
C -1.030 0.276 -1.564
C -1.930 -0.777 -1.984
N 1.027 0.078 2.009
O -0.298 0.046 -0.507
Cl -0.937 1.804 -2.397
H 1.529 -1.121 0.330
H 2.700 0.163 0.704
H -0.934 0.861 1.898
H -0.689 -1.035 2.137
H 0.816 1.636 0.127
H 1.358 0.620 -1.331
H -1.437 -1.573 -2.524
H -2.617 -0.492 -2.762
H -2.542 -1.220 -1.242
H 1.339 -0.786 2.490
H 1.488 1.005 2.377

Kohn-Sham gap (alpha / beta)   5.39 / 9.88 eV
Molar mass   136.60 g/mol
Total charge   +1

Atomic partial charges in e from the natural (NBO) method, atoms 1 to 5: C -0.23; C -0.16; C -0.09; C 0.27; C -0.71



Quick one: most stable of them? w



w:
Entry from OMol25: one molecule with the formula ClHNO2P (wB97M-V/def2-TZVPD).

Atoms and positions in Å:
N 0.047 -0.859 0.092
O -0.909 -1.460 -0.356
O 1.281 -1.293 0.047
P 0.152 0.787 0.733
Cl -1.483 1.498 -0.183
H 0.912 1.327 -0.334

Kohn-Sham gap   9.83 eV
Structure (SMILES)   O=[N+]([O-])PCl
Molar mass   113.44 g/mol

Atomic partial charges in e from the natural (NBO) method, atoms 1 to 5: N 0.25; O -0.29; O -0.42; P 0.74; Cl -0.27



x:
Entry from OMol25: a 2-piece molecular cluster, ClHNO2P overall (wB97M-V/def2-TZVPD).

Atoms and positions in Å:
N 1.049 -1.287 0.037
O 0.806 -2.419 0.221
O 1.917 1.196 -0.602
P 2.177 -0.147 -0.092
Cl -2.423 0.920 0.122
H -3.527 1.737 0.314

Kohn-Sham gap (alpha / beta)   7.67 / 7.72 eV
Structure (SMILES)   O=NP=O.Cl
Molar mass   113.44 g/mol

Atomic partial charges in e from the natural (NBO) method, atoms 1 to 5: N -0.25; O -0.15; O -0.99; P 1.39; Cl -0.30



Quick one: most stable of them? w



w:
Entry from OMol25: one molecule with the formula C5H13NOS (wB97M-V/def2-TZVPD).

Atoms and positions in Å:
C 1.166 0.777 -0.876
N 0.140 0.958 0.126
C -0.796 -0.030 0.631
C -1.705 -0.313 -0.563
S -2.887 -1.687 -0.459
C -0.014 -1.359 0.980
O -0.738 -2.342 1.757
C 2.222 1.862 -0.606
H 0.742 0.878 -1.881
H 1.751 -0.162 -0.767
H 0.499 1.497 0.898
H -1.305 0.465 1.465
H -2.174 0.607 -0.910
H -1.037 -0.648 -1.374
H -3.624 -1.110 0.491
H 0.926 -1.069 1.466
H 0.308 -1.859 0.051
H -1.134 -2.767 0.985
H 3.081 1.903 -1.283
H 1.913 2.901 -0.465
H 2.665 1.496 0.333

Kohn-Sham gap   9.45 eV
Structure (SMILES)   CCN[C@H](CO)CS
Molar mass   135.23 g/mol

Atomic partial charges in e from the natural (NBO) method, atoms 1 to 5: C -0.22; N -0.65; C -0.08; C -0.52; S -0.04



x:
Entry from OMol25: one molecule with the formula C5H13NOS (wB97M-V/def2-TZVPD).

Atoms and positions in Å:
C -0.442 -1.621 1.173
C -1.446 -1.243 2.213
C 2.784 0.417 -0.561
C -0.458 2.081 -1.089
C 1.692 -0.640 -0.549
N -1.000 0.889 -0.450
O 0.790 0.791 1.630
S 0.271 -0.101 0.567
H -0.789 -2.127 0.279
H -1.425 -0.129 2.340
H -2.433 -1.588 1.941
H -1.156 -1.597 3.212
H 3.679 -0.061 -0.145
H 3.015 0.824 -1.575
H 2.616 1.278 0.099
H 0.242 1.861 -1.962
H -1.270 2.732 -1.556
H 0.146 2.683 -0.461
H 1.974 -1.612 -0.051
H 1.286 -0.753 -1.549
H -1.486 0.257 -1.105

Kohn-Sham gap   8.11 eV
Structure (SMILES)   CC=[S@@](=O)(CC)NC
Molar mass   135.23 g/mol

Atomic partial charges in e from the natural (NBO) method, atoms 1 to 5: C -0.71; C -0.66; C -0.65; C -0.44; C -0.58



y:
Entry from OMol25: a 2-piece molecular cluster, C5H13NOS overall (wB97M-V/def2-TZVPD).

Atoms and positions in Å:
C -0.544 -0.128 2.425
C 0.811 -0.744 2.530
O 1.205 -1.636 1.848
N 1.740 -0.158 3.368
H -1.413 -0.771 2.180
H -0.255 0.785 1.926
H 2.608 -0.633 3.195
H 1.781 0.841 3.294
H -0.779 0.240 3.573
C 0.133 -0.279 -2.421
C -0.779 -0.671 -3.566
C -1.287 2.023 -1.692
S -0.497 0.546 -0.905
H 0.380 -1.295 -1.969
H 1.103 0.413 -2.615
H -0.204 -1.232 -4.238
H -1.153 0.037 -4.275
H -0.772 3.031 -1.415
H -1.296 1.960 -2.774
H -2.222 2.108 -1.218
H -1.636 -1.227 -3.195

Kohn-Sham gap   9.22 eV
Structure (SMILES)   CC(N)=O.CCSC
Molar mass   135.23 g/mol

Atomic partial charges in e from the natural (NBO) method, atoms 1 to 5: C -0.72; C 0.67; O -0.60; N -0.85; H 0.26



Quick one: most stable of them? w